No. 1
15
Properties=species:S:1:pos:R:3:forces:R:3 method="wB97M-V/def2-TZVPD" e_tot_ha=-345.70054 relative_energy_kcal_mol=65.52 e_homo_ev=-8.86 total_charge=0 largest_force_ev_per_a=4.38
C -2.26748 -1.38874 0.43463 -0.38 -2.00 -0.30
C -0.78306 0.32581 -0.36939 0.22 -0.05 -1.57
C 0.27424 -0.07131 0.32498 0.37 0.90 -0.04
C -1.56686 1.58492 -0.04746 -0.54 -0.60 -1.04
C 2.37950 -0.80887 0.02249 4.08 -0.92 -1.31
O -1.97392 -2.39594 -0.01586 -0.35 1.26 0.61
O 1.06585 -1.14178 -0.09314 -2.16 0.38 1.22
H -0.97811 -0.16459 -1.39075 0.15 0.60 1.79
H 0.57568 0.60222 1.19320 0.06 -1.52 -0.79
H -0.99677 2.20883 0.67189 -0.72 -0.39 -0.18
H -2.67378 1.32701 0.28555 2.30 0.85 -0.76
H -1.48702 2.08949 -1.06563 -0.88 -0.01 1.45
H 2.59097 0.00029 -0.70024 0.30 -0.24 0.14
H 3.11225 -1.72290 -0.24410 -1.98 1.86 0.49
H 2.72850 -0.44444 0.99382 -0.47 -0.12 0.27

No. 2
14
Properties=species:S:1:pos:R:3:forces:R:3 method="wB97M-V/def2-TZVPD" e_tot_ha=-3849.16132 e_homo_ev="-11.44 / -11.44" total_charge=+1 multiplicity=4 largest_force_ev_per_a=1.98
V -5.44030 2.02073 0.16435 1.54 0.11 1.24
Br -3.57390 2.19069 1.70484 -1.54 -0.10 -1.23
F -1.09174 -2.14214 0.64170 0.09 -0.06 0.07
C -0.16059 -1.24461 0.24523 -0.21 -0.83 -0.49
C 1.01949 -1.69344 -0.30652 0.36 -0.10 -0.05
C 1.96325 -0.75986 -0.72691 -0.12 -0.34 0.02
C 1.72216 0.59046 -0.56877 -0.60 0.43 0.16
C 0.50034 1.00784 -0.03203 0.43 -0.13 -0.18
C -0.47117 0.07764 0.33198 0.37 1.32 0.65
H 1.21868 -2.75344 -0.39195 -0.11 0.01 0.01
H 2.88148 -1.10663 -1.18188 0.03 0.01 0.08
H 2.45515 1.33493 -0.84844 0.05 -0.09 -0.04
H 0.34304 2.06810 0.12665 -0.16 -0.05 -0.04
H -1.36587 0.40974 0.84175 -0.14 -0.17 -0.18

No. 3
59
Properties=species:S:1:pos:R:3:forces:R:3 method="wB97M-V/def2-TZVPD" e_tot_ha=-4671.44740 relative_energy_kcal_mol=67.01 e_homo_ev="-12.68 / -13.79" total_charge=+2 multiplicity=5 largest_force_ev_per_a=1.03
Ru 1.07507 -2.05504 -0.18952 -0.31 0.41 0.46
Br -4.31480 2.66856 4.36268 -0.05 -0.04 0.15
C -3.72000 3.03436 2.62672 -0.02 0.00 0.01
C -2.46748 2.58308 2.22943 0.17 -0.02 -0.12
C -2.02463 2.84685 0.94789 0.13 -0.04 0.01
C -2.84144 3.55143 0.05817 0.39 -0.07 -0.27
C -4.08528 4.02290 0.47818 -0.18 0.08 -0.04
C -4.52873 3.75669 1.76003 -0.05 0.08 -0.14
N -2.47870 3.83130 -1.26400 -0.75 0.07 0.18
N -1.48139 3.43353 -1.88799 0.60 -0.32 -0.01
C -0.88848 2.28436 -2.11201 -0.25 0.16 -0.06
C 0.40001 2.45445 -2.76484 -0.07 0.00 0.03
C 1.48955 1.67135 -2.75436 0.02 0.00 0.01
C 1.61662 0.40796 -2.07257 0.04 -0.09 -0.03
O 2.62372 -0.07141 -1.61114 0.00 -0.10 0.02
C -0.75503 -0.16534 -1.49142 0.33 -0.12 -0.28
N -1.18216 -1.22652 -0.83745 0.01 0.01 0.20
C -2.46465 -1.27099 -0.45472 0.06 -0.23 0.00
C -3.34309 -0.26459 -0.78953 -0.08 0.01 -0.05
C -2.83905 0.87314 -1.39738 -0.09 0.11 0.03
C -1.48096 0.99564 -1.69799 -0.01 0.25 0.01
H -1.85074 2.02924 2.92621 -0.01 0.04 -0.03
H -1.04438 2.51522 0.62932 0.04 -0.03 0.03
H -4.69137 4.59280 -0.21595 0.02 -0.03 0.04
H -5.49644 4.10879 2.08910 0.02 0.01 -0.01
H 0.50969 3.42473 -3.23610 -0.05 0.01 0.04
H 2.41242 2.03742 -3.18225 0.02 -0.02 0.04
H -2.78405 -2.15260 0.08806 0.04 0.06 0.03
H -4.39568 -0.35156 -0.55711 0.05 0.01 0.01
H -3.50694 1.68644 -1.64852 0.02 -0.02 0.06
C 1.71774 3.34927 2.10129 -0.06 0.02 -0.10
C 2.31709 1.97794 2.17481 0.09 0.07 -0.04
O 1.51144 1.03415 1.32454 -0.09 0.32 -0.04
P 1.90142 -0.45245 1.16143 0.27 -0.75 0.65
O 0.51180 -0.44617 -1.98638 0.02 -0.02 0.29
Te 0.59730 -2.15369 2.38978 0.30 0.09 -0.61
O 3.41672 -0.47110 1.53969 0.08 -0.21 -0.39
C 4.34853 -1.62166 1.60251 -0.08 0.12 0.01
C 4.54808 -2.32129 0.28289 -0.08 0.13 -0.04
H 2.29296 3.99772 2.76685 -0.02 -0.03 -0.07
H 0.68474 3.35942 2.44016 -0.07 0.00 0.01
H 1.77913 3.75909 1.09154 -0.03 -0.03 0.06
H 2.31206 1.57331 3.18489 -0.08 -0.07 0.00
H 3.32913 1.95512 1.78530 0.03 -0.02 -0.03
H 3.98516 -2.28495 2.38229 -0.10 -0.06 0.08
H 5.27187 -1.16430 1.93569 0.04 0.11 0.08
H 3.70428 -2.95484 0.00847 -0.24 -0.07 -0.04
H 5.40678 -2.98816 0.37039 0.01 0.04 0.02
H 4.74222 -1.61372 -0.52058 0.04 0.04 -0.01
C 0.89277 -6.16744 -1.93296 -0.03 -0.04 -0.05
C 0.36277 -4.92685 -1.30591 0.23 0.11 -0.08
C -1.07399 -4.84099 -0.91598 0.10 -0.03 -0.03
O 1.14119 -3.97675 -1.13638 -0.35 0.07 -0.07
H 0.10401 -6.87234 -2.17917 0.01 -0.01 -0.01
H 1.58393 -6.63848 -1.22690 -0.05 0.01 0.00
H 1.47219 -5.91537 -2.82195 -0.01 0.01 0.03
H -1.45463 -5.80749 -0.59042 0.01 0.00 -0.01
H -1.63748 -4.55046 -1.81001 0.01 -0.05 0.00
H -1.23080 -4.08970 -0.14681 0.00 0.08 0.05

No. 4
27
Properties=species:S:1:pos:R:3:forces:R:3 method="wB97M-V/def2-TZVPD" e_tot_ha=-482.89426 smiles=Cc1c[nH]c2ccccc12.CC relative_energy_kcal_mol=13.12 e_homo_ev=-7.88 total_charge=0 largest_force_ev_per_a=1.77
C -2.77006 0.18683 0.15322 -0.51 0.14 0.26
C -0.27913 0.04747 -0.56733 -0.77 -0.75 -1.07
C -1.57463 0.67849 -0.58343 -0.23 0.05 0.60
C 0.51281 0.70878 -1.53237 0.59 0.70 1.32
C -1.48630 1.73217 -1.42172 0.37 0.11 -0.87
C 0.13927 -1.17308 -0.02819 0.86 0.23 0.14
C 1.42506 -1.57918 -0.32867 -0.39 -0.40 -0.62
C 2.20572 -0.89311 -1.27018 0.52 0.39 0.95
C 1.85500 0.36427 -1.73348 -0.57 -1.21 -1.07
N -0.21552 1.78178 -1.98303 0.06 0.14 -0.20
H -0.47003 -1.79184 0.61448 -0.16 0.23 0.11
H 1.82742 -2.49314 0.08036 -0.11 -0.21 0.01
H 3.14067 -1.36445 -1.54419 0.21 0.34 0.01
H -2.88092 -0.88514 0.02785 0.04 -0.26 -0.04
H -3.69775 0.63228 -0.20957 0.10 0.10 -0.14
H -2.19416 2.44952 -1.80601 -0.30 -0.13 0.32
H -0.05472 2.20539 -2.88066 0.13 0.17 0.15
H 2.51704 0.87425 -2.41883 -0.12 0.22 -0.06
H -2.75882 0.37457 1.22984 0.28 0.03 -0.01
C 0.90920 -1.08592 3.97117 -0.18 0.20 0.12
C -0.23934 -0.49883 3.14506 -0.44 -0.02 1.72
H 1.53458 -0.30927 4.41636 0.35 0.04 -0.60
H 0.55961 -1.59515 4.86802 -0.33 -0.36 -0.17
H 1.46798 -1.78739 3.35405 0.35 0.05 0.24
H -1.04871 -1.23134 3.09226 0.19 -0.15 -0.70
H 0.08204 -0.10696 2.19281 -0.12 -0.01 -0.15
H -0.71490 0.28288 3.74413 0.16 0.36 -0.24

No. 5
17
Properties=species:S:1:pos:R:3:forces:R:3 method="wB97M-V/def2-TZVPD" e_tot_ha=-668.72246 relative_energy_kcal_mol=16.38 e_homo_ev="-13.30 / -13.26" total_charge=+1 multiplicity=2 largest_force_ev_per_a=6.94
C -2.32060 -0.51533 -1.99175 0.30 -0.29 -0.18
C -2.14113 0.60437 -0.85637 3.21 1.06 0.24
O -2.96310 0.40399 0.11286 -0.46 -0.55 0.87
O -2.49626 -0.21178 -3.12240 0.09 -0.08 0.71
H -2.27003 -1.54576 -1.58707 -0.07 0.18 -0.18
H -2.20023 1.58902 -1.35051 -0.03 -0.24 -0.03
C 1.02805 0.03366 1.08927 2.33 -4.18 5.03
C 2.38362 0.72959 1.16314 -0.33 1.65 -0.92
O 3.06805 0.19123 0.04181 0.41 0.82 0.00
C 2.34195 -0.74388 -0.55374 0.70 -1.11 -0.94
O 1.21721 -0.98769 0.20268 -1.58 0.81 -1.08
O 2.63002 -1.36396 -1.52101 -0.28 0.48 0.54
O 0.44604 -0.25724 2.13542 -1.15 1.87 -2.22
H 2.92063 0.49045 2.08934 -0.48 -0.18 -0.20
H 2.29550 1.81831 1.07330 0.26 -0.18 -0.08
Rb -3.06404 -0.71701 3.53339 0.16 0.08 -0.29
H -0.87569 0.48203 -0.45836 -3.10 -0.14 -1.27

No. 6
56
Properties=species:S:1:pos:R:3:forces:R:3 method="wB97M-V/def2-TZVPD" e_tot_ha=-4025.45641 relative_energy_kcal_mol=464.71 e_homo_ev=-8.35 total_charge=0 largest_force_ev_per_a=19.28
O -0.65078 2.45291 0.73470 -5.84 1.49 0.70
C 0.46617 2.25217 0.48328 2.72 6.53 4.02
C 1.52057 3.21385 0.83094 3.74 4.84 1.78
C 2.73725 3.64628 0.40731 -1.15 2.05 0.71
C 3.07496 4.95555 1.04161 6.11 -0.59 -0.76
C 4.37053 5.66737 1.19858 -1.24 -1.40 -2.43
C 4.44186 6.74235 2.18247 14.15 -5.89 -11.69
C 3.43224 7.03364 2.72409 -11.89 6.87 10.23
C 2.30574 6.28787 2.79576 -1.54 -2.66 -1.29
C 2.12685 5.14332 2.00845 4.81 3.66 -1.54
O 1.36441 4.19817 1.83707 -10.62 -4.84 2.99
H 1.57770 6.52112 3.44583 -2.46 1.08 2.28
H 3.34634 7.96275 3.44290 0.44 -1.64 -1.45
H 5.40583 7.21680 1.97432 -0.48 0.64 1.22
H 5.19055 5.42763 0.33090 -1.78 0.78 2.71
H 3.36081 3.14902 -0.18706 2.30 -1.69 -2.74
C 0.95226 1.17049 0.00994 8.74 -8.52 -3.27
C 2.27979 0.53168 0.11227 -5.01 -1.24 -4.37
O 3.44687 0.72584 0.47848 2.45 4.01 3.09
H 4.11606 0.03696 0.55012 -0.57 -1.32 -0.84
C 2.23987 -0.73200 -0.76699 6.56 -4.31 3.73
O 3.32475 -1.60180 -0.65451 -4.89 4.41 -1.12
N 1.07294 -0.99729 -1.17127 -3.33 4.63 1.91
C 0.59906 -2.08605 -1.80188 -3.36 -0.82 -6.29
H -0.15082 -1.66755 -2.92623 1.52 -0.94 3.51
C -0.13633 -3.22719 -1.12677 0.91 1.55 6.14
N -1.65276 -3.26416 -1.33877 9.14 1.10 -8.05
C -1.58978 -4.21750 -2.71706 -4.18 1.76 4.62
C -3.14712 -4.19543 -2.79687 2.06 -10.17 -6.49
O -3.90728 -4.90544 -1.81337 1.47 -2.58 -5.14
C -3.61690 -4.21019 -0.76675 -2.00 -1.84 8.08
C -2.22250 -3.94785 -0.41542 -2.21 -5.16 7.18
H -2.09662 -3.49674 0.59447 -0.66 0.55 -0.50
H -1.88460 -4.94793 -0.10929 1.20 -0.61 -0.69
H -4.25982 -4.65495 0.12041 1.63 0.55 -1.18
H -3.99182 -3.31428 -0.82630 -2.70 5.53 -0.60
H -3.37516 -4.78819 -3.98976 0.18 1.67 3.52
H -3.55555 -3.33865 -2.84676 -2.19 6.67 -0.66
H -1.13930 -3.61436 -3.44087 0.58 0.66 -1.25
H -1.07754 -5.15198 -2.46247 -0.40 0.15 -0.21
H -0.11468 -2.94615 0.11075 0.23 -0.34 -3.05
H 0.64754 -4.11899 -0.99150 -2.48 0.86 -1.19
H 1.39113 -2.32892 -2.45978 1.12 -1.46 -0.30
C 0.06565 0.31113 -0.73402 9.91 -4.35 4.73
C -0.91677 -0.13598 -0.00304 -6.81 -5.26 8.72
C -0.94891 -0.74742 1.31659 4.24 1.10 1.76
C -1.99376 -1.06350 2.20224 -1.48 -0.35 -0.60
C -3.35296 -0.99430 1.72505 11.20 4.55 -8.48
C -3.32610 -0.53543 0.25634 -1.37 -1.19 5.87
C -2.17947 -0.09214 -0.37246 -5.84 0.72 -6.14
H -2.49517 0.20454 -1.49284 1.12 -0.20 2.34
Br -5.13128 -0.41143 -0.35251 0.52 0.14 -0.73
H -4.07708 -1.37790 2.14082 -7.59 -3.33 4.24
H -1.77916 -1.44069 3.25348 -0.10 0.57 -1.63
H 0.09546 -0.82642 1.82487 -1.70 -0.03 -0.91
H -0.18317 0.52740 -1.56951 -3.16 3.61 -10.48

No. 7
18
Properties=species:S:1:pos:R:3:forces:R:3 method="wB97M-V/def2-TZVPD" e_tot_ha=-326.98967 smiles="CNC(C)=O.C=C" relative_energy_kcal_mol=88.90 e_homo_ev=-9.65 total_charge=0 largest_force_ev_per_a=8.81
C 0.38063 2.03274 -0.25300 4.73 1.40 0.50
C 0.83898 0.65185 0.42626 -1.25 1.26 -3.40
C 2.08693 -1.48635 0.26399 -1.15 0.30 -1.02
C -2.05038 -0.78052 -0.51889 -0.99 1.34 -0.75
C -2.67522 -0.43817 0.63391 -4.76 -0.63 -7.38
H 1.15536 2.45171 -1.12495 -2.36 -1.36 1.97
H 0.42559 2.87094 0.56255 -0.23 -1.79 -1.39
H -0.61726 1.85590 -0.53857 -1.12 0.08 -0.73
H 1.65097 -0.16176 -1.20179 1.30 1.47 -5.57
H 1.77622 -1.38634 1.31811 0.84 -0.66 -0.27
H 1.63696 -2.43380 -0.22707 1.06 1.38 0.96
H 3.12800 -1.23871 -0.02267 -0.07 -1.48 0.98
H -2.40573 -0.67281 -1.62936 -0.37 -0.71 2.49
H -1.01881 -0.90889 -0.56731 1.85 -0.36 0.37
H -3.86226 -0.28496 0.26553 3.04 -0.03 2.29
H -2.22617 -0.14083 1.48574 1.16 0.35 2.93
N 1.46409 -0.30364 -0.32112 -1.29 -0.14 4.76
O 0.31210 0.37364 1.44864 -0.39 -0.40 3.28